Record 1
{
  "formula": "C3H12N3O",
  "method": "ωB97M-V/def2-TZVPD",
  "species": ["C", "C", "C", "N", "N", "N", "O", "H", "H", "H", "H", "H", "H", "H", "H", "H", "H", "H", "H"],
  "positions_angstrom": [[0.20336, 1.47616, -1.06179], [0.99852, 0.54682, 2.09749], [-0.57126, -0.83334, -1.12282], [-0.35233, -2.05088, -0.36798], [0.35080, 0.13989, -0.65674], [-0.06603, 0.02580, 1.29833], [-1.88414, -0.39827, -0.98995], [-0.82377, 1.80217, -1.23022], [0.73056, 2.12649, -0.36462], [0.76669, 1.55586, -2.00083], [0.83086, 0.29334, 3.14754], [1.94353, 0.10646, 1.79098], [1.05600, 1.63058, 2.01791], [-0.29333, -0.94709, -2.19564], [0.53751, -2.48093, -0.59963], [-1.09687, -2.72112, -0.51031], [-0.15287, -0.99776, 1.20271], [-0.95658, 0.51347, 1.35167], [-2.48987, -0.94551, -1.50062]],
  "lowdin_charge": [-0.08, -0.07, -0.53, 0.08, 0.07, 0.08, 0.03, 0.10, 0.10, 0.13, 0.11, 0.10, 0.09, 0.19, 0.11, 0.11, 0.11, 0.15, 0.12],
  "relative_energy_kj_mol": 392.26,
  "total_charge": 1,
  "lumo_energy_ha": -0.1913
}

=====

Record 2
{
  "formula": "C4H6O",
  "method": "ωB97M-V/def2-TZVPD",
  "species": ["C", "C", "C", "C", "O", "H", "H", "H", "H", "H", "H"],
  "positions_angstrom": [[-1.29191, -0.07358, -1.17349], [-1.53333, 0.31694, 0.06639], [0.58145, -0.19739, 0.79045], [1.76458, 0.30166, 1.09711], [-0.58285, 0.47190, 1.02265], [-2.09373, -0.16380, -1.87894], [-2.51706, 0.56640, 0.43545], [0.46052, -1.19830, 0.39026], [2.65399, -0.28691, 0.97826], [1.87325, 1.29773, 1.48509], [-0.30004, -0.27402, -1.54004]],
  "lowdin_charge": [0.02, -0.22, -0.25, 0.05, -0.05, 0.05, 0.12, 0.12, 0.05, 0.06, 0.06],
  "smiles": "C=COC=C",
  "relative_energy_kj_mol": 94.03,
  "total_charge": 0,
  "lumo_energy_ha": 0.0436
}

=====

Record 3
{
  "formula": "C23H54N2O7PS2SiTi",
  "method": "ωB97M-V/def2-TZVPD",
  "species": ["Ti", "C", "C", "C", "C", "O", "Si", "S", "O", "C", "C", "C", "C", "O", "C", "C", "C", "C", "H", "H", "H", "H", "H", "H", "H", "H", "H", "H", "H", "H", "H", "H", "H", "H", "H", "H", "H", "H", "H", "H", "H", "H", "H", "H", "H", "C", "O", "P", "O", "C", "O", "C", "H", "H", "H", "H", "H", "H", "H", "H", "H", "C", "S", "C", "O", "H", "H", "H", "H", "H", "H", "C", "C", "N", "C", "C", "N", "C", "C", "H", "H", "H", "H", "H", "H", "H", "H", "H", "H", "H", "H"],
  "positions_angstrom": [[2.63589, -0.02187, -0.03155], [-4.83997, 1.84222, -1.92894], [-3.43516, 2.29613, -1.57043], [-3.37543, 3.78819, -1.29701], [-2.42464, 1.86695, -2.61994], [-3.05585, 1.65289, -0.29193], [-3.12603, 0.21291, 0.31387], [0.50215, -0.11151, 0.17358], [-3.10130, 0.01418, 1.86378], [-3.40457, 0.83496, 3.05871], [-2.27408, 1.83609, 3.22447], [-4.73811, 1.52510, 2.82791], [-3.47083, -0.15022, 4.21160], [-3.20446, -1.01933, -0.64410], [-3.52370, -2.46064, -0.53074], [-3.57233, -2.96993, -1.95972], [-2.41045, -3.11116, 0.27309], [-4.87047, -2.58924, 0.15990], [-5.17790, 2.35167, -2.82989], [-5.53654, 2.08321, -1.12384], [-4.86202, 0.76608, -2.11608], [-3.62868, 4.33889, -2.20206], [-2.37467, 4.08015, -0.97687], [-4.08699, 4.06281, -0.51869], [-2.66127, 2.34187, -3.57100], [-2.44905, 0.78345, -2.75473], [-1.42031, 2.16991, -2.32053], [-2.19943, 2.47595, 2.34278], [-1.32427, 1.31767, 3.37245], [-2.46665, 2.46466, 4.09267], [-4.66642, 2.24075, 2.00515], [-5.03766, 2.06608, 3.72406], [-5.51434, 0.79169, 2.60220], [-2.52227, -0.67717, 4.32176], [-4.26195, -0.88121, 4.04628], [-3.68441, 0.38197, 5.13768], [-2.60771, -2.83491, -2.45058], [-4.33408, -2.43744, -2.52865], [-3.82198, -4.03015, -1.96333], [-1.44446, -2.92639, -0.20209], [-2.57730, -4.18592, 0.32797], [-2.39026, -2.70801, 1.28815], [-5.63748, -2.04493, -0.39313], [-4.82037, -2.20387, 1.18109], [-5.16585, -3.63636, 0.20465], [4.57374, 4.46010, 0.54008], [3.49221, 3.76682, 1.22079], [3.02489, 2.28443, 1.21759], [2.76225, 1.91211, -0.48516], [1.80419, 2.75079, -1.19347], [4.37011, 1.33289, 1.06464], [5.51318, 1.52399, 1.94668], [4.18322, 5.42434, 0.23131], [4.92164, 3.89803, -0.32517], [5.38322, 4.60692, 1.24960], [1.61129, 3.66089, -0.62585], [0.87766, 2.20103, -1.33153], [2.24032, 3.02437, -2.15118], [6.25719, 2.12508, 1.43021], [5.92933, 0.54648, 2.17182], [5.21796, 2.02097, 2.87097], [2.76850, -3.06736, 3.09893], [3.13098, -1.31912, 2.94353], [1.55983, -0.64122, 3.52535], [3.11622, -1.10927, 1.39034], [1.91379, -3.31215, 2.47046], [2.54482, -3.25822, 4.14983], [3.64546, -3.64416, 2.81015], [1.73527, -0.18541, 4.49949], [0.80690, -1.42127, 3.60673], [1.23801, 0.10929, 2.80829], [2.91890, -2.62005, -1.26123], [3.40190, -3.42448, -2.50677], [3.52846, -2.52827, -3.64191], [4.54742, -1.53322, -3.39041], [4.16812, -0.70763, -2.11153], [2.83584, -1.17149, -1.62467], [1.83701, -0.99469, -2.72470], [2.24711, -1.90388, -3.92121], [3.61693, -2.73211, -0.43339], [1.92906, -2.93615, -0.93465], [2.69429, -4.21450, -2.75215], [4.36742, -3.89187, -2.31715], [4.62587, -0.87605, -4.25477], [5.50655, -2.02937, -3.25399], [4.10366, 0.35690, -2.35356], [4.90682, -0.85672, -1.31540], [1.82865, 0.05879, -3.01096], [0.85578, -1.25294, -2.33766], [2.31045, -1.32666, -4.84274], [1.51121, -2.69217, -4.07359]],
  "lowdin_charge": [0.60, -0.01, -0.59, -0.01, -0.01, -0.08, 0.42, 0.37, -0.08, -0.59, -0.01, -0.01, -0.01, -0.09, -0.59, -0.01, -0.02, -0.01, 0.11, 0.10, 0.09, 0.11, 0.09, 0.10, 0.11, 0.09, 0.07, 0.09, 0.08, 0.11, 0.09, 0.11, 0.10, 0.09, 0.10, 0.11, 0.09, 0.10, 0.11, 0.07, 0.11, 0.09, 0.10, 0.09, 0.11, -0.02, -0.31, 0.90, -0.52, -0.06, -0.43, -0.04, 0.11, 0.10, 0.10, 0.10, 0.04, 0.11, 0.10, 0.10, 0.10, -0.19, 1.05, -0.22, -0.68, 0.08, 0.09, 0.08, 0.08, 0.07, -0.01, -0.11, -0.11, -0.15, -0.10, -0.11, -0.31, -0.13, -0.11, 0.11, 0.13, 0.14, 0.14, 0.14, 0.14, 0.13, 0.14, 0.13, 0.09, 0.14, 0.13],
  "relative_energy_kj_mol": 77.49,
  "total_charge": 3,
  "lumo_energy_ha": -0.3175
}

=====

Question: Number 2 is which compound?
Answer: C4H6O

=====

What did the second record say?
{
  "formula": "C4H6O",
  "method": "ωB97M-V/def2-TZVPD",
  "species": ["C", "C", "C", "C", "O", "H", "H", "H", "H", "H", "H"],
  "positions_angstrom": [[-1.29191, -0.07358, -1.17349], [-1.53333, 0.31694, 0.06639], [0.58145, -0.19739, 0.79045], [1.76458, 0.30166, 1.09711], [-0.58285, 0.47190, 1.02265], [-2.09373, -0.16380, -1.87894], [-2.51706, 0.56640, 0.43545], [0.46052, -1.19830, 0.39026], [2.65399, -0.28691, 0.97826], [1.87325, 1.29773, 1.48509], [-0.30004, -0.27402, -1.54004]],
  "lowdin_charge": [0.02, -0.22, -0.25, 0.05, -0.05, 0.05, 0.12, 0.12, 0.05, 0.06, 0.06],
  "smiles": "C=COC=C",
  "relative_energy_kj_mol": 94.03,
  "total_charge": 0,
  "lumo_energy_ha": 0.0436
}